1.
Below is a molecular structure, C34H32Br2Cl3F3GeMnN5O3Sb in a non-equilibrium geometry, with properties calculated with ωB97M-V/def2-TZVPD.

<S²>: 8.889
frontier orbital gap (spin up / spin down): 3.442 / 3.418 eV
HOMO energy (spin up / spin down): -11.4961 / -11.4910 eV
ΔE to the lowest compared entry with this formula, charge and spin: 670.12 kcal per mole
LUMO energy (spin up / spin down): -8.05 / -8.07 eV

```
! RIJCOSX wB97M-V def2-TZVPD def2/J DEFGRID3
* xyz 2 6
Mn 0.03017 -1.98095 0.62798
C -2.48630 -3.82377 0.98509
C -0.02359 -3.92263 1.85133
C -1.62137 -5.70778 2.59873
C -1.65250 -5.79970 3.87241
C -1.26453 -4.13589 4.29305
C -2.09777 -3.63146 5.26127
Br -2.97707 -4.74938 6.50774
C -2.46135 -2.26117 5.27617
C -2.07280 -1.41339 4.28295
Br -2.81216 0.29927 4.15167
C -1.14459 -1.83335 3.26918
O -0.94607 -1.11770 2.21649
C -0.55465 -3.10879 3.56898
N 0.71795 -3.29118 2.57220
H -2.06337 -5.77578 0.60513
H -0.86326 -4.22058 0.16141
H -3.30664 -3.49871 1.60776
H -0.26701 -5.88655 1.04646
H -2.07799 -6.48999 4.58071
H -3.15460 -1.91712 6.03147
N 1.64658 -2.56102 -0.85591
C 1.18289 -2.07890 -2.18978
C 2.32464 -1.98485 -3.23667
C 3.59367 -1.15116 -2.89689
C 3.52804 0.37489 -2.70636
N 2.96131 1.12001 -3.82005
C 3.61359 1.54805 -4.88653
N 2.95301 2.23321 -5.82055
N 4.92193 1.31454 -5.04724
C 0.34083 -0.79001 -2.00733
O 0.14454 -0.08066 -2.97603
O -0.11663 -0.59097 -0.83314
H 2.49377 -2.06189 -0.59126
H 1.92544 -3.53493 -0.94567
H 0.44498 -2.80635 -2.54733
H 1.87541 -1.61295 -4.15763
H 2.66806 -3.00194 -3.43773
H 4.31038 -1.34735 -3.69791
H 4.04478 -1.55816 -1.98559
H 4.52904 0.75982 -2.50291
H 2.92859 0.63322 -1.83147
H 1.94681 1.20939 -3.79267
H 2.00397 2.53141 -5.65990
H 3.42165 2.59853 -6.63118
H 5.44537 0.78223 -4.37741
H 5.42395 1.69838 -5.82892
F -0.23966 3.39565 -4.99063
C -0.55367 3.12340 -3.70054
C -1.77528 2.55291 -3.42563
C -2.03820 2.18944 -2.11274
C -1.11398 2.40323 -1.09259
C 0.09117 3.02232 -1.41965
C 0.38403 3.39373 -2.72728
Sb -1.49073 1.49691 0.83054
C 0.46854 1.86305 1.69669
C 0.76348 3.14247 2.17325
C 1.99595 3.47042 2.72474
C 2.95940 2.48969 2.79308
F 4.15685 2.77370 3.31452
C 2.73165 1.21033 2.32354
C 1.49196 0.90953 1.78181
C -2.72185 3.07289 1.62825
C -3.82794 3.45305 0.87136
C -4.71219 4.42138 1.32033
C -4.48304 4.99806 2.55338
F -5.33528 5.92429 2.99960
C -3.41089 4.64317 3.34501
C -2.54078 3.66753 2.87641
H -2.48343 2.37553 -4.22332
H -2.98165 1.69852 -1.89686
H 0.82906 3.21855 -0.64938
H 1.31451 3.88066 -2.98924
H 0.01324 3.92196 2.11058
H 2.20888 4.46397 3.09473
H 3.51975 0.47245 2.39626
H 1.39362 -0.11316 1.41114
H -4.01631 2.99431 -0.09301
H -5.57226 4.72372 0.73896
H -3.27416 5.11825 4.30665
H -1.71414 3.36970 3.51214
Cl -1.23774 -4.87727 1.21316
Ge -0.93540 -5.93682 -1.17511
Cl -2.67635 -3.05084 -0.63047
Cl -2.64424 -7.25261 -0.99380
*
```

Mulliken population analysis, charges in e, atoms 1 to 8:
1 Mn 0.75
2 C -0.39
3 C 0.02
4 C -0.23
5 C -0.68
6 C 0.18
7 C 0.29
8 Br -0.17

2.
Below is a molecular structure, C30H67AsF6NO16PS6 in a non-equilibrium geometry, with properties calculated with ωB97M-V/def2-TZVPD.

frontier orbital gap: 7.392 eV
HOMO energy: -9.9319 eV
ΔE to the lowest compared entry with this formula, charge and spin: 105.73 kcal per mole
LUMO energy: -2.54 eV

```
! RIJCOSX wB97M-V def2-TZVPD def2/J DEFGRID3
* xyz 0 1
N -11.16658 5.76771 12.04637
H -11.56554 5.75921 12.97420
H -10.74698 6.67000 11.87345
H -11.94153 5.58833 11.42397
H -10.42761 5.08353 11.96941
As -7.61571 11.59978 10.26033
F -6.90460 10.01175 10.00740
F -9.18544 10.79005 10.50526
F -8.26917 13.25686 10.54057
F -6.01804 12.34491 9.96892
F -8.02132 11.74775 8.54367
F -7.23948 11.37573 12.07505
C -16.17266 13.24867 4.79239
C -15.64537 11.80990 4.80823
C -16.13161 11.14587 3.48989
S -17.68317 12.08519 3.02831
O -18.80047 11.14430 2.87994
O -17.36602 12.96448 1.92126
C -17.68983 13.10300 4.49795
H -15.68619 13.87553 4.04507
H -15.91271 13.73963 5.73020
H -16.10107 11.36949 5.69506
H -14.55751 11.76162 4.85665
H -16.47895 10.16065 3.80101
H -15.40386 11.15020 2.67844
H -18.28657 12.60346 5.26116
H -18.18500 14.03265 4.21748
C -1.74256 15.20476 4.65336
C -0.56128 14.80816 5.44693
C 0.58381 15.88684 5.19640
S -0.33172 17.47627 4.87280
O -0.08783 17.93307 3.50154
O -0.19490 18.42195 5.99981
C -1.97907 16.67679 4.91973
H -2.65034 14.71538 5.00626
H -1.61801 14.93373 3.60496
H -0.23271 13.86520 5.00993
H -0.85903 14.56127 6.46600
H 1.08115 15.69941 4.24475
H 1.37590 16.07834 5.92030
H -2.56441 17.10731 4.10725
H -2.54795 16.82411 5.83776
C -15.40028 18.47898 13.28042
C -14.13577 17.84987 13.85848
C -14.15667 16.36856 13.25889
S -15.82964 15.82353 13.66258
O -15.86925 15.26759 15.01101
O -16.27886 14.96276 12.59252
C -16.57675 17.55401 13.67196
H -15.32616 18.56322 12.19621
H -15.49609 19.48624 13.68582
H -14.07401 17.83112 14.94656
H -13.20546 18.34164 13.57424
H -13.41653 15.64831 13.60752
H -14.05396 16.46772 12.17828
H -17.09069 17.67582 14.62545
H -17.21857 17.33947 12.81748
C -7.21420 17.37092 16.82891
C -5.74856 16.94414 16.75179
C -5.24217 16.13627 17.92599
S -6.31553 16.69976 19.31552
O -5.80626 18.01437 19.74044
O -6.50277 15.63984 20.28060
C -7.82004 17.01460 18.25951
H -7.66620 16.76567 16.04311
H -7.25053 18.38389 16.42808
H -5.06482 17.79047 16.81751
H -5.45198 16.50336 15.80003
H -4.19249 16.28505 18.17928
H -5.42380 15.09218 17.67105
H -8.56971 17.64257 18.74092
H -8.11329 15.96504 18.23640
C -3.92924 3.61883 2.96963
C -4.77426 4.90658 2.84975
C -4.78317 5.53918 4.21797
S -4.94493 4.16117 5.44362
O -6.34624 4.20849 5.94638
O -3.84786 4.23635 6.43584
C -4.60670 2.90626 4.16084
H -2.91240 3.91659 3.22548
H -4.06476 3.05609 2.04602
H -5.75274 4.63040 2.45681
H -4.27090 5.51517 2.09851
H -5.53411 6.31809 4.35022
H -3.78453 5.90295 4.45982
H -5.56490 2.51340 3.82081
H -4.01536 2.11989 4.62993
C -0.83441 7.57031 14.91306
C -1.68385 8.73518 15.51137
C -2.93798 8.09389 16.20710
S -3.22483 6.40595 15.31554
O -4.56135 6.55023 14.77646
O -2.99145 5.37066 16.31017
C -1.82429 6.65168 14.16071
H -0.38091 6.92241 15.66319
H 0.03366 7.83552 14.30956
H -1.94890 9.44472 14.72752
H -1.17344 9.27599 16.30832
H -3.80958 8.67926 15.91426
H -2.85978 7.86892 17.27077
H -2.34499 7.12650 13.32914
H -1.39258 5.69395 13.87012
C -10.79303 21.32034 4.78840
C -11.27888 19.92422 4.37651
O -10.10530 19.12650 4.06791
P -9.55287 19.31249 2.53500
O -10.56404 19.57498 1.43781
O -8.33298 20.35483 2.60913
C -7.76819 20.80269 1.39766
C -6.47351 21.59977 1.74206
O -8.74261 17.92501 2.33780
C -9.36888 16.67462 2.39684
C -8.79352 15.62292 1.41425
H -9.94504 21.63806 4.18172
H -11.62426 22.02538 4.78040
H -10.41565 21.41741 5.80637
H -11.82227 19.46293 5.20116
H -12.02703 20.04336 3.59280
H -7.50779 19.99683 0.71145
H -8.43392 21.54556 0.95829
H -5.75465 21.01383 2.31478
H -6.06586 21.94058 0.79034
H -6.68959 22.56738 2.19499
H -9.44531 16.41198 3.45196
H -10.38781 16.82326 2.03938
H -9.05819 15.86101 0.38403
H -7.71635 15.48294 1.50482
H -9.29363 14.65890 1.50730
*
```

Mulliken population analysis, charges in e, atoms 1 to 8:
1 N -0.51
2 H 0.38
3 H 0.38
4 H 0.37
5 H 0.38
6 As 1.99
7 F -0.48
8 F -0.50

3.
Below is 8 unconnected molecules or ions with the total composition C28H49NO11 in a non-equilibrium geometry, with properties calculated with ωB97M-V/def2-TZVPD.

frontier orbital gap: 8.453 eV
HOMO energy: -9.3831 eV
SMILES: O=NOc1cccc2c1C(=O)c1ccccc1C2=O.CCO.CCO.CCO.CCO.CCO.CCO.CCO
ΔE to the lowest compared entry with this formula, charge and spin: 198.44 kcal per mole
LUMO energy: -0.93 eV

```
! RIJCOSX wB97M-V def2-TZVPD def2/J DEFGRID3
* xyz 0 1
O 2.63007 -6.96603 0.21879
N 3.74587 -7.19101 -0.05542
O 4.28977 -6.13858 -0.83899
C 4.52596 -5.02841 -0.01429
C 5.71047 -4.88600 0.85292
C 5.86588 -3.68316 1.70547
C 4.87126 -2.57417 1.72210
C 3.69632 -2.73308 0.86020
C 3.51650 -3.92280 0.01147
C 2.20828 -4.04509 -0.85524
O 2.20084 -4.48760 -1.97696
C 0.91569 -3.56762 -0.10794
C -0.35000 -4.27818 -0.20255
C -1.48187 -3.76151 0.57646
C -1.32524 -2.56964 1.41332
C -0.03934 -1.84208 1.50675
C 1.09601 -2.35442 0.73362
C 2.51997 -1.69373 0.78470
O 2.69131 -0.49986 0.73242
H 6.42737 -5.73697 0.84474
H 6.77233 -3.66631 2.35465
H 4.99841 -1.68896 2.38979
H -0.39159 -5.19351 -0.83154
H -2.43910 -4.34138 0.49990
H -2.22109 -2.24400 2.00281
H 0.06028 -0.94684 2.17341
C 3.27385 3.33133 1.79707
C 1.98727 3.41244 0.99915
O 2.14264 2.75147 -0.25571
H 4.09724 3.78890 1.24340
H 3.16964 3.83911 2.75835
H 3.55060 2.28907 1.97813
H 1.72531 4.45328 0.80189
H 1.16446 2.94780 1.54197
H 2.36519 1.83058 -0.07298
C 4.78343 -1.19623 -3.51978
C 5.64623 -2.42129 -3.28434
O 6.09559 -2.45983 -1.93474
H 5.34342 -0.28537 -3.29718
H 4.43842 -1.15376 -4.55515
H 3.91149 -1.20491 -2.85948
H 6.52597 -2.39861 -3.92909
H 5.08566 -3.33804 -3.49590
H 5.32288 -2.49519 -1.36300
C 1.94250 3.47223 -3.38666
C 0.44441 3.35672 -3.58271
O 0.04625 4.00243 -4.79086
H 2.24476 4.52145 -3.35235
H 2.25265 2.98581 -2.46036
H 2.47876 3.01273 -4.22297
H -0.08638 3.83456 -2.75854
H 0.13789 2.30649 -3.62830
H 0.51006 3.57072 -5.51739
C -0.69693 5.73832 4.82145
C -0.00426 5.47308 3.49926
O 0.20570 4.07194 3.32339
H -0.09973 5.35237 5.65076
H -0.85760 6.80790 4.97058
H -1.66401 5.22922 4.85998
H 0.96984 5.96498 3.47296
H -0.60147 5.84686 2.66703
H -0.65839 3.64398 3.33851
C -5.93942 -5.10858 -2.22245
C -5.59812 -5.17333 -0.74901
O -4.88313 -4.00507 -0.35449
H -5.03117 -5.01911 -2.82375
H -6.48336 -6.00233 -2.53756
H -6.54933 -4.23403 -2.43511
H -4.96759 -6.03891 -0.53896
H -6.50644 -5.25219 -0.14249
H -5.44878 -3.24440 -0.53381
C -9.56568 -3.85000 0.35541
C -8.78367 -2.80128 -0.41150
O -8.28167 -3.34660 -1.62972
H -8.93362 -4.71257 0.57715
H -9.94874 -3.44363 1.29353
H -10.40781 -4.21514 -0.23858
H -7.93171 -2.45481 0.17589
H -9.41533 -1.93870 -0.64548
H -9.03849 -3.64293 -2.14968
C 0.32113 9.34119 1.48307
C -0.82302 8.45417 1.03159
O -1.48249 7.88114 2.15763
H 1.04027 8.76776 2.07203
H 0.83723 9.77978 0.62673
H -0.04494 10.14862 2.12332
H -0.45138 7.63766 0.41101
H -1.55245 9.02598 0.44943
H -1.81800 8.60565 2.69883
*
```

Mulliken population analysis, charges in e, atoms 1 to 8:
1 O -0.18
2 N 0.14
3 O -0.22
4 C 0.21
5 C -0.63
6 C -0.53
7 C -0.78
8 C 0.54

4.
Below is a single C5H12N2O2 molecule in a non-equilibrium geometry, with properties calculated with ωB97M-V/def2-TZVPD.

frontier orbital gap: 9.593 eV
HOMO energy: -8.9032 eV
SMILES: CN[C@@H](C(=O)O)N(C)C
ΔE to the lowest compared entry with this formula, charge and spin: 65.08 kcal per mole
LUMO energy: 0.69 eV

```
! RIJCOSX wB97M-V def2-TZVPD def2/J DEFGRID3
* xyz 0 1
C 1.15625 2.31855 -0.00939
N 0.46469 1.25066 0.70008
C 0.36878 0.19856 -0.23941
C 1.70023 -0.55980 -0.00779
O 2.61306 -0.25136 -0.75028
O 1.84047 -1.32412 1.09011
N -0.78282 -0.66124 0.05164
C -2.04704 0.01078 0.15241
C -1.02370 -1.95402 -0.55532
H 2.11702 1.87118 -0.25855
H 0.58382 2.58928 -0.92466
H 1.20107 3.17413 0.75840
H 0.89372 0.91204 1.63112
H 0.42993 0.58764 -1.22910
H 0.91742 -1.70841 1.33100
H -2.60460 -0.48655 0.92701
H -1.85938 1.08237 0.28745
H -2.71528 0.02518 -0.85405
H -0.12018 -2.38627 -0.98187
H -1.27976 -2.77326 0.16067
H -1.85373 -1.91532 -1.27946
*
```

Mulliken population analysis, charges in e, atoms 1 to 8:
1 C -0.75
2 N -0.34
3 C 0.01
4 C 0.26
5 O -0.57
6 O -0.52
7 N 0.03
8 C -1.13

5.
Below is a molecular structure, C10H22Cl2GdO3P in a non-equilibrium geometry, with properties calculated with ωB97M-V/def2-TZVPD.

<S²>: 16.572
frontier orbital gap (spin up / spin down): 6.999 / 4.908 eV
HOMO energy (spin up / spin down): -16.9545 / -16.3487 eV
ΔE to the lowest compared entry with this formula, charge and spin: 129.31 kcal per mole
LUMO energy (spin up / spin down): -9.96 / -11.44 eV

```
! RIJCOSX wB97M-V def2-TZVPD def2/J DEFGRID3
* xyz 2 8
C 0.43513 -2.90080 -1.02552
C -0.58837 -2.08477 -0.49072
H -0.08746 -3.73947 -1.51494
H 1.07923 -3.29754 -0.23089
H 1.12386 -2.42101 -1.74759
O -1.70141 -2.32447 -0.18929
Cl 2.41377 -0.58948 -0.08055
Gd 0.19935 0.02260 0.12549
P 0.10750 0.78149 -2.37158
C -1.51092 1.33650 -2.85883
C 1.20780 2.19113 -2.48124
H 1.65476 -0.80130 -3.29216
H 0.63400 0.02485 -4.51012
H -0.04094 -1.30810 -3.51982
C 0.63613 -0.43965 -3.52277
H 2.10534 2.05595 -1.84318
H 1.48714 2.29141 -3.51794
H -1.43998 1.65283 -3.90111
H -1.83361 2.17844 -2.22251
H 0.67417 3.08081 -2.11509
H -2.25735 0.52771 -2.76750
C -1.91918 0.51862 0.14516
O -2.98660 0.81130 0.26524
Cl 0.61106 2.44695 0.53213
C 2.06478 -1.09537 3.34531
C 0.81400 -1.64692 2.67946
O -0.13190 -0.60553 2.22579
C -0.35252 0.56550 3.11572
C -1.11263 0.12902 4.33239
H 2.61793 -0.41221 2.69313
H 2.70076 -1.95969 3.54847
H 1.84617 -0.61727 4.29022
H 1.07723 -2.17842 1.77114
H 0.25427 -2.29179 3.31390
H 0.63215 1.00872 3.31781
H -0.91953 1.26430 2.53549
H -0.56647 -0.59398 4.92517
H -1.28809 1.02100 4.92681
H -2.07564 -0.28927 4.03383
*
```

Mulliken population analysis, charges in e, atoms 1 to 8:
1 C -1.05
2 C 1.07
3 H 0.45
4 H 0.35
5 H 0.19
6 O -0.24
7 Cl -0.29
8 Gd -0.03

6.
Below is 2 unconnected molecules or ions with the total composition CH3N5O2 in a non-equilibrium geometry, with properties calculated with ωB97M-V/def2-TZVPD.

frontier orbital gap: 8.296 eV
HOMO energy: -9.1435 eV
ΔE to the lowest compared entry with this formula, charge and spin: 114.46 kcal per mole
LUMO energy: -0.85 eV

```
! RIJCOSX wB97M-V def2-TZVPD def2/J DEFGRID3
* xyz 0 1
C -0.21425 -0.80758 -0.01721
H -3.16004 -0.67475 0.04005
H 2.40251 0.84945 -0.19315
H -0.00891 2.46092 -0.28169
N -1.40600 -1.18726 0.10385
N 0.86519 -1.58289 0.39263
N 2.01951 -0.95801 0.18079
N 1.67797 0.11084 -0.37945
N 0.27137 0.53187 -0.42978
O -2.40706 -0.20103 -0.11844
O -0.04029 1.45845 0.70241
*
```

Mulliken population analysis, charges in e, atoms 1 to 8:
1 C 0.64
2 H 0.37
3 H 0.29
4 H 0.42
5 N -0.36
6 N -0.30
7 N -0.27
8 N 0.12

Let's list total energy in order: -12109.36832 -8007.25403 -1978.42057 -457.64521 -2646.62580 -463.85197 Ha.